ORCA calculation (the ωB97M-V functional and the def2-TZVPD basis) on a molecular structure, C28H31N8OS2SeTi.

## Properties
largest force on an atom	0.86	eV/A
relative energy (zero: lowest compared OMol25 entry of this formula, charge and spin)	0.00	kcal/mol
calculated total energy	-5646.24155	Ha
LUMO (spin up / spin down)	-0.29 / -0.32	eV
multiplicity	2
Kohn-Sham gap (spin up / spin down)	0.1883 / 0.2628	Ha
E_HOMO (spin up / spin down)	-5.4 / -7.5	eV

```
72
Properties=species:S:1:pos:R:3:forces:R:3
Ti -1.0881 -0.1118 0.2450 -0.19 -0.30 0.20
Se 0.4405 -1.6285 -7.0876 0.11 0.09 0.20
N 0.0041 -0.1366 -6.1956 -0.12 -0.06 -0.12
C -0.0283 -0.4364 -4.9310 0.01 0.10 0.22
C -0.3643 0.5320 -3.8731 0.12 -0.42 -0.33
C -0.6090 1.8472 -4.1353 -0.08 0.29 0.16
C -0.9101 2.7211 -3.0605 0.03 -0.07 -0.23
C -0.9894 2.2041 -1.8024 -0.07 -0.28 0.33
N -0.7794 0.8971 -1.5141 0.17 0.04 -0.34
C -0.4136 0.0430 -2.5400 -0.03 0.14 0.00
C -0.0762 -1.2852 -2.2071 0.00 -0.04 -0.02
N -0.1031 -1.6409 -0.8810 0.20 0.03 -0.24
C 0.3373 -2.8553 -0.5286 -0.12 0.17 0.12
C 0.7559 -3.8057 -1.4262 0.00 0.02 -0.15
C 0.7272 -3.4840 -2.7956 0.03 -0.17 0.19
C 0.3210 -2.2375 -3.1845 0.04 0.16 -0.42
C 0.3088 -1.8083 -4.5899 0.02 0.03 0.25
N 0.6084 -2.5897 -5.5852 -0.12 -0.08 -0.11
H -0.5624 2.2055 -5.1543 0.00 -0.01 -0.01
H -1.0919 3.7727 -3.2218 0.00 0.01 -0.01
H -1.2454 2.8208 -0.9491 0.01 0.03 -0.04
H 0.3344 -3.0561 0.5366 0.02 -0.02 -0.03
H 1.0898 -4.7700 -1.0748 0.01 -0.02 -0.01
H 1.0337 -4.1993 -3.5470 0.00 0.00 -0.01
C -3.8787 -0.3087 -2.6181 0.09 -0.02 -0.06
C -4.8369 0.2054 -1.5427 -0.10 -0.11 -0.05
C -4.4888 1.6153 -1.0713 0.06 0.07 0.08
C -5.0054 -0.7727 -0.3956 -0.28 -0.01 0.02
C -6.2824 -1.2467 -0.1145 0.06 0.09 0.03
C -6.5190 -2.1233 0.9308 0.04 -0.02 0.04
C -5.4541 -2.5519 1.7052 0.02 0.04 -0.05
C -4.1549 -2.1216 1.4557 -0.21 -0.15 0.13
C -3.0557 -2.7534 2.2965 -0.07 0.03 0.11
C -2.4300 -3.9299 1.5464 0.00 -0.03 -0.11
C -1.9634 -1.8273 2.8295 0.02 0.13 -0.25
C -3.9406 -1.2200 0.4022 0.83 0.11 -0.20
N -2.6421 -0.7681 0.1461 -0.04 0.32 0.35
H -2.8938 -0.5259 -2.2051 -0.15 0.02 -0.04
H -4.2611 -1.2264 -3.0684 -0.02 -0.01 0.00
H -3.7569 0.4339 -3.4104 -0.02 0.02 -0.02
H -5.8285 0.2750 -2.0026 0.04 0.00 -0.05
H -3.5441 1.6330 -0.5308 0.07 -0.05 0.01
H -5.2563 2.0036 -0.3999 0.00 -0.02 0.00
H -4.4008 2.2888 -1.9267 -0.01 0.01 -0.02
H -7.1087 -0.9026 -0.7260 -0.02 -0.01 -0.01
H -7.5231 -2.4668 1.1404 -0.02 -0.02 0.00
H -5.6221 -3.2451 2.5216 -0.04 -0.01 0.01
H -3.5710 -3.1497 3.1777 0.05 -0.05 -0.02
H -2.0228 -3.5948 0.5899 -0.01 0.02 0.02
H -3.1717 -4.7000 1.3335 -0.02 0.01 0.01
H -1.6220 -4.3836 2.1261 0.01 -0.02 0.02
H -1.2704 -1.5893 2.0116 0.17 -0.06 0.25
H -1.3699 -2.3298 3.5971 -0.05 -0.03 0.03
H -2.3626 -0.8935 3.2260 -0.02 -0.01 -0.02
S 1.6221 -0.0494 1.0821 -0.27 -0.19 0.38
C 1.4986 0.2823 2.7645 -0.02 -0.01 -0.19
N 1.0980 1.4724 3.1999 -0.01 0.02 -0.11
C 0.7896 1.7717 4.5930 -0.01 0.02 -0.03
C 0.4950 0.4834 5.3413 -0.03 -0.02 0.05
C 1.6298 -0.4986 5.1012 0.00 -0.02 -0.02
N 1.8033 -0.6592 3.6646 0.14 0.01 -0.11
H 0.6660 2.0344 2.4774 -0.01 0.02 0.03
H -0.0684 2.4438 4.5998 -0.01 -0.03 0.04
H 1.6295 2.3002 5.0520 -0.01 -0.01 0.00
H -0.4384 0.0502 4.9737 0.00 0.01 0.00
H 0.3801 0.6813 6.4063 0.03 0.00 0.00
H 1.4016 -1.4775 5.5215 -0.01 0.02 0.02
H 2.5563 -0.1425 5.5618 -0.02 0.02 0.00
H 2.1691 -1.5136 3.2791 -0.05 -0.02 0.04
O -3.7192 1.4526 2.3949 -0.03 -0.35 -0.07
S -2.4318 2.0945 2.2264 0.13 0.62 0.30
N -1.2722 1.4564 1.5620 -0.23 0.00 -0.14
```
Positions in Å, forces in eV/Å.